[1]
Below is the molecule C5H7NO2 in a non-equilibrium geometry, with properties calculated with the ωB97M-V functional and the def2-TZVPD basis.

calculated total energy = -10879.133 eV
energy relative to the best compared isomer or geometry (same formula, charge and spin) = 103.4 kcal per mole
SMILES = CC1=C[C@@]2(CO2)NO1

Each line ends with the natural charge from an NBO analysis.
Cartesian coordinates (Å):
C1 -0.170641 0.600399 0.042141  -0.362
C2 0.930016 -0.247897 0.094893  0.363
C3 -2.772163 0.246573 -0.285445  -0.103
C4 -1.384267 -0.162877 -0.202963  0.300
C5 2.343330 0.015251 0.552184  -0.659
N1 -0.884405 -1.457025 -0.309021  -0.305
O1 0.552530 -1.545770 -0.117405  -0.323
O2 -2.468620 -0.068940 1.065337  -0.616
H1 -0.186867 1.678063 0.327496  0.240
H2 -2.738269 1.334791 -0.583001  0.170
H3 -3.540261 -0.384179 -0.835106  0.184
H4 2.839709 -1.005481 0.484808  0.236
H5 2.275682 0.362760 1.526288  0.238
H6 2.820063 0.720791 -0.139590  0.239
H7 -1.231458 -2.326058 -0.104439  0.399

Cartesian forces (eV/Å) of the 2 atoms listed first:
1.9 0.4 0.0
-2.6 1.5 0.4


[2]
Below is a cluster of 10 separate species, C19H59BF4N13O9 in total in a non-equilibrium geometry, with properties calculated with the ωB97M-V functional and the def2-TZVPD basis.

calculated total energy = -70010.553 eV
net charge = -1
energy relative to the best compared isomer or geometry (same formula, charge and spin) = 196.4 kcal per mole

Each line ends with the Löwdin charge.
Cartesian coordinates (Å):
B1 -0.419044 -1.350754 1.122726  -1.393
F1 -1.503230 -1.961676 1.795353  0.042
F2 -0.884288 -1.311034 -0.096972  0.183
F3 -0.243399 -0.128198 1.802148  0.073
F4 0.710293 -2.155597 1.161269  0.096
C1 5.746635 3.747584 2.466277  -0.062
C2 5.241278 5.118073 1.935660  -0.461
C3 6.316823 6.202677 2.104001  -0.170
O1 7.588369 5.638520 1.730586  -0.226
C4 8.712705 6.518411 1.537802  -0.094
N1 4.816813 4.945925 0.607021  0.025
H1 6.571424 3.320030 1.896174  0.079
H2 4.849864 3.130449 2.521456  0.079
H3 6.090891 4.009690 3.466731  0.072
H4 4.347785 5.320565 2.526235  0.132
H5 6.471330 6.419453 3.161003  0.120
H6 6.081866 7.071835 1.489608  0.121
H7 8.953056 6.961842 2.504078  0.079
H8 8.630254 7.239570 0.724643  0.081
H9 9.600975 5.926589 1.316876  0.080
H10 5.580982 4.969996 -0.052945  0.075
H11 4.541801 3.978113 0.518644  0.069
C5 -7.733253 -1.266408 -2.237246  -0.056
C6 -7.235889 -1.087615 -3.771281  -0.379
C7 -7.132553 0.409743 -4.108273  -0.227
O2 -8.365594 1.092586 -4.193649  -0.209
C8 -9.100544 0.967751 -5.487810  -0.048
N2 -5.950098 -1.824271 -3.938614  0.024
H12 -8.684775 -0.853189 -1.902630  0.061
H13 -7.032229 -0.822003 -1.530723  0.068
H14 -7.837395 -2.319602 -1.976407  0.061
H15 -7.920900 -1.624265 -4.427685  0.117
H16 -6.555225 0.618003 -5.009062  0.116
H17 -6.636827 0.843567 -3.239851  0.124
H18 -9.963743 1.622848 -5.605419  0.083
H19 -9.315265 -0.093674 -5.611830  0.069
H20 -8.345991 1.120429 -6.259466  0.073
H21 -6.096949 -2.820919 -3.866393  0.063
H22 -5.470509 -1.601397 -3.078148  0.060
C9 -3.247927 6.260308 -2.771161  -0.073
C10 -2.105653 5.258273 -2.836481  -0.411
C11 -0.892803 5.856043 -3.632960  -0.200
O3 -1.357378 6.447938 -4.834551  -0.217
C12 -1.643154 5.492266 -5.862421  -0.093
N3 -1.627795 4.959591 -1.453597  0.030
H23 -2.899246 7.180995 -2.303338  0.077
H24 -4.085026 5.856537 -2.201666  0.078
H25 -3.526543 6.649449 -3.750471  0.069
H26 -2.510394 4.301563 -3.166594  0.127
H27 0.064200 5.335832 -3.673301  0.125
H28 -0.639912 6.753860 -3.068976  0.119
H29 -0.688481 4.974726 -5.956609  0.083
H30 -1.771455 5.975537 -6.830965  0.083
H31 -2.452654 4.790026 -5.663210  0.084
H32 -1.388330 3.980318 -1.392136  0.066
H33 -0.727731 5.406120 -1.350754  0.052
C13 0.263050 -5.531722 6.801564  -0.107
C14 -0.137498 -4.285687 7.536725  -0.353
O4 0.160183 -3.140303 6.762641  -0.061
H34 0.108292 -6.392518 7.452091  0.068
H35 1.327758 -5.475125 6.575067  0.079
H36 -0.345288 -5.738142 5.920986  0.075
H37 0.421367 -4.253976 8.472017  0.108
H38 -1.166826 -4.413890 7.871601  0.103
H39 -0.370295 -3.212436 5.965785  0.088
C15 1.220901 3.461324 8.303738  -0.799
O5 1.494769 4.547943 8.775831  0.023
N4 1.803746 2.378633 8.737690  0.146
N5 0.500180 3.187542 7.264276  0.167
H40 2.347775 2.286113 9.583597  0.117
H41 1.699953 1.528220 8.202769  0.104
H42 0.249140 3.948869 6.649897  0.126
H43 0.329837 2.223229 7.016899  0.116
C16 1.967795 -7.359013 -2.938596  -0.849
O6 2.862090 -8.112070 -3.154190  0.043
N6 1.316362 -7.434938 -1.792113  0.159
N7 1.517187 -6.533934 -3.786325  0.177
H44 1.618822 -8.021186 -1.027306  0.113
H45 0.602001 -6.749464 -1.592330  0.105
H46 0.653554 -6.013753 -3.725955  0.124
H47 2.093125 -6.470837 -4.613620  0.128
C17 -5.184897 -7.541121 1.598036  -0.871
O7 -5.054791 -7.408596 0.393073  0.032
N8 -4.749069 -6.701722 2.441974  0.172
N9 -5.514567 -8.617799 2.133682  0.163
H48 -4.690799 -6.879907 3.434422  0.116
H49 -4.204943 -5.933204 2.076730  0.134
H50 -5.917384 -8.601909 3.059742  0.121
H51 -5.542241 -9.402576 1.498503  0.132
C18 7.370500 -3.842308 0.200937  -0.868
O8 7.291965 -2.781527 -0.346516  0.056
N10 6.437513 -4.649223 0.507768  0.176
N11 8.505837 -4.292570 0.563929  0.159
H52 5.509977 -4.298815 0.700104  0.138
H53 6.762127 -5.544715 0.843655  0.108
H54 9.373854 -3.858221 0.284664  0.129
H55 8.361568 -5.274656 0.750470  0.101
C19 1.749091 0.128900 -4.754094  -0.865
O9 2.301255 0.282019 -5.791187  0.048
N12 2.270609 -0.162681 -3.626956  0.179
N13 0.450951 0.127725 -4.711641  0.160
H56 1.753654 -0.363503 -2.782840  0.123
H57 3.258988 -0.367514 -3.662264  0.128
H58 -0.144690 0.345217 -5.497766  0.120
H59 0.142350 -0.237203 -3.821861  0.106

Cartesian forces (eV/Å) of the 2 atoms listed first:
-0.6 -0.6 3.3
-0.5 -1.0 1.5


[3]
Below is a structure of composition H2LiO in a non-equilibrium geometry, with properties calculated with the ωB97M-V functional and the def2-TZVPD basis.

calculated total energy = -2278.965 eV
net charge = +1
energy relative to the best compared isomer or geometry (same formula, charge and spin) = 8.5 kcal per mole

Each line ends with the natural charge from an NBO analysis.
Cartesian coordinates (Å):
O1 0.166244 -0.103580 -0.071732  -1.054
H1 1.133402 0.002017 0.075577  0.548
H2 -0.181089 -0.432931 0.788010  0.517
Li1 -1.118557 0.534494 -0.791855  0.989

Cartesian forces (eV/Å) of the 2 atoms listed first:
1.9 -0.9 2.1
-0.8 -0.1 -0.3


Number 1: HOMO energy -8.097 eV, HOMO-LUMO gap 9.040 eV. Number 2: HOMO energy -7.386 eV, HOMO-LUMO gap 9.282 eV. Number 3: HOMO energy -19.120 eV, HOMO-LUMO gap 14.083 eV.